[1]
162
Properties=species:S:1:pos:R:3 method="wB97M-V/def2-TZVPD" smiles="CCN(CC)CC.CCN(CC)CC.CCN(CC)CC.CCN(CC)CC.CCN(CC)CC.CCN(CC)CC.CC(C)=O.CC(C)=O.CC(C)=O" e_lumo_ev=0.21 gap_ev=7.85 charge=0
C -0.4673 1.7666 8.4721
C 0.8238 2.4085 7.9310
N 1.1024 3.7940 8.3275
C 1.3382 3.9103 9.8065
C 1.2871 5.3671 10.3596
C 2.2252 4.2691 7.5147
C 1.8263 4.6880 6.1682
H -1.1780 2.5331 8.7810
H -0.2367 1.2252 9.3896
H -0.9287 1.0005 7.8489
H 1.6633 1.8099 8.2845
H 0.7088 2.3946 6.8472
H 0.3978 3.5418 10.2162
H 2.1579 3.3086 10.1992
H 1.4286 5.4406 11.4379
H 2.1660 5.9486 10.0812
H 0.4535 5.9338 9.9449
H 3.0753 3.5998 7.6467
H 2.5583 5.1854 8.0022
H 1.5289 3.8852 5.4934
H 2.7308 5.1963 5.8341
H 1.0280 5.4164 6.3102
C 6.8746 3.1368 1.1791
C 7.6697 4.4726 1.2196
N 7.4354 5.4599 2.3039
C 7.7327 5.0168 3.6890
C 9.2216 5.0226 4.1609
C 8.0114 6.7513 1.8000
C 7.4215 7.9621 2.5565
H 6.5691 2.8927 0.1617
H 5.9839 3.1942 1.8048
H 7.4909 2.3304 1.5767
H 8.7457 4.3424 1.1042
H 7.3184 4.9412 0.3003
H 7.2314 5.7759 4.2895
H 7.2907 4.0369 3.8692
H 9.6242 6.0344 4.1130
H 9.0825 4.7336 5.2026
H 9.8378 4.1688 3.8791
H 7.8444 6.9465 0.7407
H 9.0936 6.6946 1.9174
H 6.4115 8.2207 2.2387
H 8.0344 8.8295 2.3116
H 7.5194 7.8940 3.6400
C -7.4591 4.5011 -7.4581
C -7.3301 3.2238 -8.2517
N -6.3095 2.3410 -7.7024
C -5.3855 1.9206 -8.7058
C -6.0433 0.9762 -9.7115
C -6.5610 1.5624 -6.4766
C -5.2970 0.8234 -6.0203
H -7.6178 4.3151 -6.3959
H -8.2738 5.0298 -7.9530
H -6.5729 5.0655 -7.7482
H -8.2551 2.6678 -8.0989
H -7.2786 3.3549 -9.3326
H -4.9291 2.8026 -9.1552
H -4.4777 1.3676 -8.4642
H -6.3331 0.0638 -9.1904
H -6.8031 1.4410 -10.3399
H -5.2107 0.7155 -10.3649
H -7.4500 0.9341 -6.5325
H -6.7834 2.1951 -5.6173
H -5.3399 0.5440 -4.9676
H -4.3474 1.3348 -6.1779
H -5.2959 -0.1284 -6.5515
C 3.8735 -7.9446 0.2175
C 3.2380 -8.3967 1.5419
N 2.3893 -9.5676 1.3629
C 3.2324 -10.7021 0.9051
C 4.3983 -11.1638 1.8596
C 1.6347 -9.8630 2.6085
C 0.7184 -8.7941 3.1661
H 4.1012 -6.8986 0.4229
H 3.2143 -7.9864 -0.6495
H 4.7902 -8.4753 -0.0399
H 4.0410 -8.5370 2.2655
H 2.5723 -7.6340 1.9457
H 3.6617 -10.5154 -0.0792
H 2.5980 -11.5553 0.6649
H 4.8794 -12.0393 1.4237
H 4.0300 -11.5432 2.8128
H 5.0903 -10.3256 1.9411
H 1.0383 -10.7508 2.3981
H 2.2167 -10.0873 3.5024
H 0.2171 -8.1825 2.4160
H -0.1359 -9.2268 3.6866
H 1.2308 -8.1070 3.8396
C -4.9578 -3.0976 3.7136
C -6.1657 -3.2322 2.7727
N -7.2975 -2.3905 2.9924
C -8.3647 -2.5084 1.9998
C -7.9462 -1.7295 0.7464
C -7.8543 -2.5148 4.3177
C -8.5648 -3.8001 4.6982
H -4.2279 -3.8369 3.3837
H -5.1870 -3.3388 4.7516
H -4.4262 -2.1526 3.6028
H -5.7051 -2.8699 1.8537
H -6.4640 -4.2753 2.6677
H -8.5805 -3.5489 1.7572
H -9.2844 -2.0719 2.3891
H -8.7268 -1.6948 -0.0137
H -7.6638 -0.6855 0.8815
H -7.1499 -2.2380 0.2028
H -8.4350 -1.6377 4.6032
H -7.0538 -2.5105 5.0575
H -9.2830 -4.1551 3.9591
H -8.8027 -3.8017 5.7619
H -7.8847 -4.6493 4.7660
C 1.4540 8.5537 -0.5135
C 2.2403 7.5126 -1.3118
N 1.4082 6.8385 -2.3066
C 2.2128 5.8346 -3.0795
C 3.2404 6.4035 -4.0888
C 0.2073 6.2857 -1.7991
C -0.7358 5.7438 -2.8866
H 0.7553 9.2467 -0.9823
H 2.1777 9.1954 -0.0110
H 0.8478 8.1770 0.3103
H 3.1756 7.8773 -1.7364
H 2.6084 6.7969 -0.5767
H 2.6721 5.0805 -2.4404
H 1.5864 5.1078 -3.5968
H 3.3412 5.7355 -4.9442
H 2.8711 7.3296 -4.5292
H 4.2799 6.5227 -3.7833
H -0.5074 6.9051 -1.2572
H 0.4028 5.5207 -1.0477
H -0.5085 6.2855 -3.8048
H -1.8068 5.7096 -2.6867
H -0.4214 4.7497 -3.2044
C 0.9469 -3.2301 -6.7873
C 0.9975 -1.6983 -6.7514
C 1.3228 -0.9793 -8.0608
O 0.6703 -1.0619 -5.7668
H 1.7863 -3.5485 -7.4055
H 0.0277 -3.6833 -7.1583
H 1.0740 -3.6593 -5.7934
H 0.7325 -0.0835 -8.2541
H 1.3466 -1.6818 -8.8938
H 2.3402 -0.6148 -7.9193
C -0.3058 -2.4437 -0.5601
C 0.4256 -1.3755 0.1115
C 0.0928 0.0415 -0.2935
O 1.3807 -1.6087 0.8258
H 0.2638 -2.7907 -1.4223
H -1.2626 -2.0957 -0.9493
H -0.4326 -3.2705 0.1388
H -0.9193 0.3646 -0.5366
H 0.7688 0.1780 -1.1376
H 0.5727 0.6322 0.4868
C -1.4026 -8.3392 -4.2025
C -0.8870 -9.5219 -5.0058
C 0.6030 -9.9357 -4.8147
O -1.5318 -10.0883 -5.9257
H -0.7377 -7.4838 -4.0829
H -1.6685 -8.7002 -3.2089
H -2.3564 -8.0272 -4.6280
H 1.3488 -9.2472 -5.2119
H 0.7109 -10.7344 -5.5487
H 0.8056 -10.2211 -3.7824


[2]
9
Properties=species:S:1:pos:R:3 method="wB97M-V/def2-TZVPD" e_lumo_ev=0.36 gap_ev=8.88 charge=0
S -1.6527 -1.2041 -0.1974
N -1.4654 0.5669 -0.5744
C -0.2697 1.0178 -0.3709
N 1.0581 0.4106 0.0670
S 1.7220 -1.0177 -0.4801
H -2.9892 -1.2461 0.3383
H -0.1147 2.1508 -0.2753
H 1.6862 1.1297 0.8377
H 2.0254 -1.8079 0.6551


[3]
151
Properties=species:S:1:pos:R:3 method="wB97M-V/def2-TZVPD" e_lumo_ev=2.30 gap_ev=7.73 charge=-1
Sr 1.1459 -0.0206 -0.0363
O -0.3696 4.0964 -3.5390
C -1.5683 3.8701 -2.9023
C -2.6505 4.6400 -3.3057
C -3.8823 4.4526 -2.6962
C -4.0370 3.4945 -1.7022
C -2.9404 2.7379 -1.3127
C -1.6936 2.9236 -1.8878
C -0.5098 2.0871 -1.4190
O -0.8243 0.9913 -0.7082
N 0.3196 3.0743 -0.6196
N 1.4591 2.5749 -0.0539
C 2.4176 3.3723 0.1956
C 3.6611 2.9286 0.8639
Br 3.6244 1.3152 1.8495
C 4.7933 3.6389 0.8679
C 5.0552 4.8215 0.0158
C 5.7732 5.8954 0.5401
C 6.0547 7.0084 -0.2358
C 5.6383 7.0512 -1.5603
C 4.9601 5.9690 -2.1022
C 4.6736 4.8554 -1.3249
H 0.1811 3.3068 -3.4530
H -2.5168 5.3632 -4.0988
H -4.7280 5.0506 -3.0138
H -5.0019 3.3345 -1.2388
H -3.0245 1.9642 -0.5606
H 0.0938 1.8095 -2.3198
H 0.4122 3.9960 -1.0414
H 2.3539 4.4287 -0.0620
H 5.5955 3.3181 1.5209
H 6.0977 5.8527 1.5732
H 6.6022 7.8364 0.1961
H 5.8612 7.9150 -2.1729
H 4.6663 5.9781 -3.1442
H 4.2060 3.9860 -1.7664
C -2.4940 -1.8010 -1.6289
N -2.7669 -2.9693 -0.8163
C -1.9305 -3.2628 0.3278
P -1.6036 -1.7451 1.3852
C -3.2771 -1.0392 1.5224
C -3.3732 0.3473 1.5570
C -4.6179 0.9647 1.6490
C -5.7692 0.1951 1.6879
C -5.6831 -1.1931 1.6425
C -4.4435 -1.8049 1.5654
C -1.4157 -2.6110 2.9943
C -0.5804 -3.7251 3.0732
C -0.3317 -4.3488 4.2878
C -0.9156 -3.8625 5.4486
C -1.7479 -2.7534 5.3800
C -1.9968 -2.1322 4.1648
C -3.7704 -3.8550 -1.1827
C -3.7137 -5.2092 -0.8239
C -4.7279 -6.0812 -1.1855
C -5.8230 -5.6494 -1.9198
C -5.8827 -4.3100 -2.2795
C -4.8854 -3.4211 -1.9165
P -0.6886 -1.6349 -2.0639
C -0.7994 -0.5904 -3.5713
C 0.2697 -0.5827 -4.4670
C 0.2546 0.2518 -5.5716
C -0.8228 1.1035 -5.7945
C -1.8869 1.1077 -4.9074
C -1.8725 0.2616 -3.8025
C -0.3816 -3.2818 -2.8091
C 0.8140 -3.9243 -2.5057
C 1.0821 -5.1885 -3.0254
C 0.1540 -5.8198 -3.8361
C -1.0521 -5.1910 -4.1326
C -1.3120 -3.9311 -3.6227
H -2.8068 -0.8677 -1.1457
H -3.0573 -1.8879 -2.5558
H -0.9585 -3.6846 0.0372
H -2.4321 -4.0049 0.9484
H -2.4710 0.9462 1.4700
H -4.6764 2.0458 1.6667
H -6.7399 0.6725 1.7454
H -6.5815 -1.7968 1.6650
H -4.3808 -2.8861 1.5377
H -0.0877 -4.1068 2.1862
H 0.3379 -5.1989 4.3211
H -0.7187 -4.3374 6.4012
H -2.2072 -2.3619 6.2795
H -2.6455 -1.2644 4.1332
H -2.8520 -5.5947 -0.2982
H -4.6421 -7.1226 -0.9001
H -6.6085 -6.3352 -2.2046
H -6.7308 -3.9361 -2.8406
H -4.9877 -2.3760 -2.1712
H 1.1285 -1.2157 -4.2892
H 1.0982 0.2443 -6.2505
H -0.8275 1.7691 -6.6484
H -2.7218 1.7814 -5.0518
H -2.6944 0.3168 -3.1014
H 1.5371 -3.4656 -1.8353
H 2.0146 -5.6775 -2.7743
H 0.3579 -6.8066 -4.2335
H -1.7886 -5.6828 -4.7552
H -2.2483 -3.4432 -3.8654
C -2.3616 4.0958 2.1375
C -1.0423 4.2563 2.8798
As -0.1526 2.5181 3.0454
C -1.2734 1.6495 4.3997
C -1.4796 2.3099 5.7546
C 1.4177 3.0749 4.1054
C 1.2801 4.2770 5.0307
H -2.8302 5.0581 1.9143
H -3.0802 3.5191 2.7259
H -2.2196 3.5757 1.1882
H -1.1882 4.7360 3.8503
H -0.3564 4.8890 2.3086
H -0.8230 0.6592 4.5032
H -2.2321 1.4860 3.8985
H -0.5714 2.2715 6.3582
H -2.2670 1.8043 6.3214
H -1.7682 3.3601 5.6665
H 2.1937 3.2658 3.3631
H 1.7490 2.1784 4.6353
H 1.0189 5.1770 4.4717
H 2.2241 4.4822 5.5440
H 0.5141 4.1398 5.7927
O 2.9358 -3.6073 0.4664
C 2.5939 -2.9717 1.4457
N 1.7783 -1.8607 1.4707
C 1.6527 -1.4464 2.7808
O 1.0141 -0.4738 3.1595
C 2.4237 -2.3728 3.6793
C 2.5792 -2.3824 5.0492
C 3.3525 -3.4091 5.5858
C 3.9397 -4.3708 4.7617
C 3.7746 -4.3353 3.3784
C 3.0014 -3.3136 2.8646
H 2.1057 -1.6337 5.6699
H 3.4997 -3.4650 6.6570
H 4.5364 -5.1571 5.2073
H 4.2257 -5.0727 2.7277
Br 5.8133 2.1338 -3.4783
C 5.2681 0.3809 -3.9804
C 5.9433 -0.1596 -5.0695
C 5.6117 -1.4161 -5.5449
C 4.5887 -2.1322 -4.9351
C 3.9164 -1.5700 -3.8660
C 4.2373 -0.3098 -3.3567
C 3.4360 0.1811 -2.1639
O 3.9296 0.9802 -1.3671
O 2.2648 -0.3180 -2.0838
H 6.7283 0.4162 -5.5397
H 6.1515 -1.8240 -6.3896
H 4.3131 -3.1168 -5.2881
H 3.1168 -2.1105 -3.3750


[4]
11
Properties=species:S:1:pos:R:3 method="wB97M-V/def2-TZVPD" smiles="O=C=NC=O.C" e_lumo_ev=0.42 gap_ev=11.61 charge=0
O -0.7764 1.5684 -0.4765
C -0.6489 0.4146 -0.4095
N -0.5981 -0.8126 -0.4329
C -1.4997 -1.0932 -1.5559
O -1.1070 -1.5078 -2.5997
H -2.5563 -0.8403 -1.3353
C 1.4411 0.4583 1.3602
H 1.3404 1.2287 0.5902
H 1.4213 0.9302 2.3410
H 2.3678 -0.0920 1.1941
H 0.6158 -0.2544 1.3242


[5]
10
Properties=species:S:1:pos:R:3 method="wB97M-V/def2-TZVPD" e_lumo_ev="-7.70 / -7.12" gap_ev="6.68 / 7.58" charge=+1
C -0.3745 -1.2948 0.3240
C -1.0568 -0.1889 -0.4207
C 1.5963 -0.2091 -0.0696
C -0.2887 1.0598 -0.1124
N 0.9263 -1.1692 0.3095
O -2.0224 -0.1211 -1.0630
Cl 2.9501 0.5089 -0.1530
H -0.8013 -1.9319 0.9349
H -0.5602 1.9541 -0.6100
H -0.3688 1.3922 0.8604


[6]
50
Properties=species:S:1:pos:R:3 method="wB97M-V/def2-TZVPD" s_squared=2.022 multiplicity=3 e_lumo_ev="-3.70 / -4.63" gap_ev="6.93 / 6.97" charge=+1
W -0.1865 -0.0321 -0.3059
O 1.0582 -1.1180 -2.0332
C 0.5066 -2.4348 -2.2126
C -0.9925 -2.3126 -2.3759
N -1.5775 -1.6775 -1.1677
C -2.7407 -0.8354 -1.5334
C -2.2461 0.5395 -2.0273
O -3.0172 1.4183 -2.2895
O -0.9206 0.6311 -2.0837
C -1.9145 -2.6790 -0.1373
C -1.6864 -2.1042 1.2620
O -2.2126 -2.5728 2.2288
O -0.8556 -1.0765 1.2704
H 1.0390 -0.6441 -2.8781
H 0.7810 -2.9876 -1.3134
H 0.9586 -2.9229 -3.0756
H -1.4541 -3.2852 -2.5605
H -1.1970 -1.6734 -3.2342
H -3.3767 -0.6801 -0.6616
H -3.3580 -1.2825 -2.3168
H -1.2593 -3.5455 -0.2361
H -2.9432 -3.0280 -0.2248
C 4.7490 1.0288 -2.6793
C 5.0222 1.1742 -1.1859
N 4.1567 0.3273 -0.3693
C 2.8468 0.5277 -0.2232
S 1.9381 -0.6815 0.6959
N 2.2914 1.6044 -0.7249
N 0.9552 1.6561 -0.4493
C 0.3052 2.7867 -0.5121
C 0.9149 4.0604 -0.9730
C -1.0406 2.6884 0.0174
C -1.9360 3.7462 0.0767
C -3.1465 3.5750 0.7157
C -3.4289 2.3508 1.3183
C -2.5262 1.3228 1.1970
N -1.3660 1.4610 0.5242
H 5.4697 1.6159 -3.2469
H 3.7487 1.3888 -2.9168
H 4.8355 -0.0150 -2.9833
H 4.8878 2.2111 -0.8769
H 6.0465 0.8845 -0.9615
H 4.5369 -0.5030 0.0517
H 1.9747 3.9136 -1.1527
H 0.7757 4.8480 -0.2316
H 0.4397 4.3835 -1.9024
H -1.6701 4.6936 -0.3696
H -3.8634 4.3829 0.7606
H -4.3451 2.1944 1.8682
H -2.7021 0.3556 1.6476


[7]
14
Properties=species:S:1:pos:R:3 method="wB97M-V/def2-TZVPD" s_squared=2.015 multiplicity=3 e_lumo_ev="0.82 / -1.42" gap_ev="6.94 / 6.92" charge=0
C 0.0379 0.2891 -0.7890
C -1.2719 0.0524 -0.7388
C 0.9360 -0.2793 0.2639
N 0.4367 -0.5219 1.4705
N 0.7694 0.7150 -1.8399
N -2.3854 0.3626 -0.1856
O 2.1307 -0.5319 -0.0293
O -0.7176 -0.3039 1.9054
O 1.4062 -0.9395 2.3839
H 0.3420 0.9167 -2.7251
H 1.7407 0.4187 -1.7940
H -3.1779 -0.2650 -0.2566
H -2.4615 1.1090 0.5031
H 2.2147 -1.0221 1.8316